Entry 1:
Density functional theory data (the ωB97M-V functional and the def2-TZVPD basis) for a molecular structure, C24H29ClF6N2O12S2SiV.

* gap between HOMO and LUMO (alpha / beta): 4.02 / 7.27 eV
* 2S+1: 4
* E_LUMO (alpha / beta): 3.53 / 3.53 eV
* ⟨S²⟩: 3.787
* HOMO energy (alpha / beta): -0.5 / -3.7 eV
* charge: -2
* M: 830.103 g mol⁻¹
* energy above the lowest of the compared OMol25 structures with the same formula, charge and spin: 0.0 kJ/mol

Last column: Mulliken spin population.
Atoms and positions in Å:
V1 0.251 0.230 -0.394  2.06
C1 1.116 2.267 3.233  0.00
O1 1.508 2.069 1.896  0.02
C2 2.828 1.565 1.807  0.01
C3 3.228 1.314 0.379  0.00
O2 2.503 0.225 -0.202  -0.01
C4 3.141 -0.181 -1.422  0.01
H1 1.130 1.328 3.795  0.00
H2 0.102 2.667 3.223  0.00
H3 1.779 2.988 3.733  0.00
H4 2.931 0.651 2.392  0.00
H5 3.536 2.303 2.218  0.00
H6 4.287 1.043 0.384  0.00
H7 3.086 2.206 -0.236  -0.01
H8 4.137 -0.566 -1.188  0.00
H9 3.202 0.673 -2.101  0.00
H10 2.529 -0.954 -1.871  0.00
O3 0.044 -0.218 -2.996  0.03
C5 -0.107 -1.313 -2.448  0.08
O4 0.301 -1.436 -1.187  -0.03
C6 -0.750 -2.475 -3.054  0.08
C7 -1.269 -2.378 -4.359  -0.02
C8 -1.896 -3.439 -4.959  0.09
C9 -2.029 -4.665 -4.264  0.01
C10 -1.509 -4.774 -2.953  0.09
C11 -0.886 -3.697 -2.370  -0.02
N1 -2.658 -5.741 -4.862  0.16
O5 -3.111 -5.614 -6.043  0.20
O6 -2.765 -6.831 -4.219  0.20
H11 -1.164 -1.435 -4.881  0.01
H12 -2.301 -3.374 -5.958  0.03
H13 -1.616 -5.716 -2.437  0.02
H14 -0.484 -3.779 -1.367  0.01
Cl1 -1.715 8.231 0.456  0.00
C12 -0.912 6.757 -0.042  0.00
C13 -1.289 5.555 0.532  0.00
C14 -0.645 4.393 0.133  -0.01
C15 0.359 4.436 -0.827  0.01
C16 0.718 5.654 -1.388  0.00
C17 0.084 6.826 -1.001  0.00
C18 1.081 3.172 -1.255  -0.02
O7 2.011 3.241 -2.045  0.01
O8 0.639 2.120 -0.678  -0.04
H15 -2.073 5.532 1.277  0.00
H16 -0.909 3.435 0.561  0.01
H17 1.505 5.663 -2.131  0.00
H18 0.354 7.780 -1.432  0.00
F1 -1.057 -2.431 3.270  0.00
C19 -0.050 -2.956 2.565  0.00
F2 -0.526 -3.504 1.461  0.00
F3 0.532 -3.899 3.306  0.00
S1 1.165 -1.627 2.194  0.02
O9 0.372 -0.700 1.397  0.02
O10 1.587 -1.143 3.477  0.00
N2 2.199 -2.420 1.349  0.00
S2 3.764 -2.444 1.541  0.00
O11 4.352 -3.073 0.400  0.00
O12 4.334 -1.229 2.049  0.00
C20 4.068 -3.660 2.914  0.00
F4 3.992 -3.078 4.111  0.00
F5 5.300 -4.168 2.781  0.00
F6 3.198 -4.671 2.883  0.00
C21 -3.372 -1.514 1.069  0.00
Si1 -3.015 0.318 0.821  0.01
C22 -4.670 1.170 0.469  0.00
C23 -2.407 1.066 2.447  0.00
C24 -1.821 0.595 -0.551  -0.06
H19 -4.433 -1.687 1.264  0.00
H20 -2.812 -1.918 1.913  0.00
H21 -3.096 -2.089 0.182  0.00
H22 -5.384 1.013 1.283  0.00
H23 -5.116 0.785 -0.451  0.00
H24 -4.531 2.248 0.343  0.00
H25 -3.125 0.901 3.256  0.00
H26 -2.262 2.147 2.347  0.00
H27 -1.453 0.622 2.743  0.00
H28 -1.896 1.636 -0.889  0.00
H29 -2.140 -0.032 -1.395  0.01

=====

Entry 2:
Density functional theory data (the ωB97M-V functional and the def2-TZVPD basis) for a molecular structure, C24H29CoN4Si.

* gap between HOMO and LUMO (alpha / beta): 7.32 / 6.97 eV
* E_LUMO (alpha / beta): -7.56 / -7.88 eV
* HOMO energy (alpha / beta): -14.9 / -14.9 eV
* charge: +2
* M: 460.543 g mol⁻¹
* energy above the lowest of the compared OMol25 structures with the same formula, charge and spin: 5.9 kJ/mol

Last column: Mulliken charge in e.
Atoms and positions in Å:
Co1 -0.393 0.713 -0.582  -0.23
C1 -0.962 -0.761 1.861  -0.53
C2 -2.303 -1.120 1.247  -1.07
C3 -2.214 -1.503 -0.204  0.75
C4 -2.566 -2.766 -0.642  -0.95
C5 -2.590 -3.038 -2.002  -0.39
C6 -2.289 -2.026 -2.899  -0.89
C7 -1.918 -0.799 -2.395  0.07
N1 -1.859 -0.544 -1.077  0.30
N2 -0.473 0.571 1.424  0.55
C8 -1.333 1.682 1.925  -1.18
C9 -2.190 2.312 0.868  0.82
C10 -3.284 3.094 1.196  -1.21
C11 -3.980 3.729 0.180  -0.31
C12 -3.562 3.561 -1.134  -0.90
C13 -2.471 2.755 -1.380  -0.12
N3 -1.800 2.145 -0.396  0.36
C14 0.937 0.758 1.839  -1.16
C15 1.529 1.887 1.065  0.93
C16 2.619 2.618 1.494  -0.98
C17 3.116 3.615 0.668  -0.33
C18 2.502 3.857 -0.553  -0.91
C19 1.422 3.079 -0.917  -0.20
N4 0.951 2.115 -0.120  0.47
H1 -0.220 -1.503 1.566  0.19
H2 -1.035 -0.773 2.952  0.50
H3 -3.005 -0.286 1.342  0.34
H4 -2.725 -1.954 1.805  0.61
H5 -2.834 -3.526 0.079  0.48
H6 -2.858 -4.023 -2.359  0.48
H7 -2.329 -2.183 -3.967  0.46
H8 -1.664 0.019 -3.058  0.35
H9 -0.689 2.466 2.331  0.50
H10 -1.957 1.331 2.748  0.58
H11 -3.580 3.206 2.231  0.52
H12 -4.836 4.349 0.410  0.46
H13 -4.073 4.044 -1.954  0.45
H14 -2.112 2.594 -2.390  0.49
H15 1.486 -0.149 1.585  0.25
H16 1.007 0.916 2.918  0.66
H17 3.071 2.411 2.454  0.53
H18 3.977 4.195 0.972  0.48
H19 2.850 4.638 -1.212  0.47
H20 0.914 3.227 -1.861  0.49
C20 2.003 -3.861 0.917  -0.94
Si1 2.822 -2.878 -0.439  -0.17
C21 4.444 -2.161 0.123  -0.98
C22 2.967 -3.806 -2.042  -0.98
C23 1.672 -1.439 -0.799  1.12
C24 0.923 -0.501 -1.045  -1.23
H21 2.568 -4.777 1.105  0.39
H22 0.985 -4.152 0.648  0.30
H23 1.971 -3.305 1.857  0.32
H24 5.205 -2.944 0.153  0.36
H25 4.367 -1.733 1.125  0.31
H26 4.787 -1.384 -0.561  0.35
H27 3.667 -4.636 -1.925  0.34
H28 3.339 -3.151 -2.830  0.34
H29 2.001 -4.209 -2.349  0.31

=====

Entry 3:
Density functional theory data (the ωB97M-V functional and the def2-TZVPD basis) for a molecular structure, C24H29IN3O5RuSe2.

* gap between HOMO and LUMO (alpha / beta): 6.39 / 4.99 eV
* 2S+1: 5
* E_LUMO (alpha / beta): -4.62 / -6.01 eV
* ⟨S²⟩: 6.037
* HOMO energy (alpha / beta): -11.0 / -11.0 eV
* charge: +1
* M: 825.406 g mol⁻¹

Last column: Mulliken spin population.
Atoms and positions in Å:
Ru1 -2.111 0.363 0.563  2.87
C1 3.999 -0.658 0.352  0.01
C2 3.635 -1.504 1.571  0.00
C3 2.766 -2.727 1.277  0.00
C4 1.317 -2.445 0.893  0.00
N1 1.156 -1.980 -0.491  -0.04
C5 0.748 -0.779 -0.902  0.00
Se1 0.253 0.639 0.257  0.20
N2 0.758 -0.726 -2.242  0.01
C6 0.461 0.433 -3.092  0.01
C7 1.688 0.896 -3.871  0.00
C8 2.861 1.350 -3.007  0.00
C9 2.571 2.588 -2.167  0.00
C10 1.139 -1.976 -2.720  0.03
C11 1.218 -2.485 -4.015  -0.01
C12 1.580 -3.810 -4.133  0.00
C13 1.847 -4.608 -3.007  0.00
C14 1.754 -4.107 -1.727  0.00
C15 1.398 -2.767 -1.610  0.00
H1 4.822 0.017 0.582  0.00
H2 3.172 -0.032 0.013  0.00
H3 4.312 -1.286 -0.486  0.00
H4 3.146 -0.884 2.328  0.00
H5 4.558 -1.863 2.029  0.00
H6 2.719 -3.355 2.170  0.00
H7 3.246 -3.334 0.506  0.00
H8 0.877 -1.683 1.535  0.00
H9 0.697 -3.338 0.984  0.00
H10 0.083 1.218 -2.438  -0.01
H11 -0.348 0.144 -3.765  0.00
H12 1.360 1.716 -4.515  0.00
H13 2.016 0.096 -4.536  0.00
H14 3.700 1.558 -3.673  0.00
H15 3.190 0.522 -2.369  0.00
H16 2.194 3.402 -2.789  0.00
H17 3.475 2.943 -1.674  0.00
H18 1.830 2.402 -1.387  0.00
H19 0.993 -1.885 -4.884  0.00
H20 1.652 -4.250 -5.118  0.00
H21 2.117 -5.644 -3.151  0.00
H22 1.930 -4.730 -0.863  0.00
I1 -5.580 5.871 6.301  0.00
C16 -4.515 4.679 4.973  0.00
C17 -4.070 5.221 3.773  0.00
C18 -3.372 4.421 2.886  0.00
C19 -3.110 3.092 3.209  -0.02
C20 -3.550 2.559 4.416  0.00
C21 -4.263 3.351 5.299  0.00
C22 -2.390 2.245 2.253  -0.01
O1 -2.294 2.539 1.024  0.15
O2 -1.902 1.116 2.603  0.12
H23 -4.269 6.255 3.533  0.00
H24 -3.030 4.820 1.941  0.00
H25 -3.342 1.526 4.654  0.00
H26 -4.619 2.941 6.233  0.00
O3 -4.125 0.396 1.177  0.04
C23 -4.630 1.023 0.185  -0.03
O4 -3.950 1.240 -0.829  0.15
H27 -5.666 1.366 0.262  0.00
Se2 -2.665 -1.170 -1.197  0.36
C24 -1.976 -2.730 -0.473  -0.02
N3 -1.566 -3.707 -0.020  0.06
O5 -1.722 -1.457 2.161  0.11
H28 -2.385 -2.150 2.276  -0.01
H29 -1.792 -0.878 2.936  -0.01

=====

Question: Which of these has the lowest charge?
Answer: C24H29ClF6N2O12S2SiV

=====

Question: Among the records above, which one has the lowest charge?
Answer: C24H29ClF6N2O12S2SiV

=====

Question: Which of these has the highest M?
Answer: C24H29ClF6N2O12S2SiV

=====

Question: Which of these has the lowest M?
Answer: C24H29CoN4Si